1.
{"formula": "CHFNO5S", "method": "wB97M-V/def2-TZVPD", "symbols": ["O", "N", "O", "C", "F", "S", "O", "O", "O", "H"], "coordinates": [[-0.622, -1.555, -1.207], [-0.445, -1.546, -0.051], [-0.550, -2.575, 0.620], [-0.066, -0.283, 0.581], [-0.230, -0.481, 1.876], [1.958, -0.120, 0.445], [2.140, -0.585, -0.906], [2.117, 1.303, 0.620], [2.412, -0.996, 1.499], [-0.405, 0.800, 0.359]], "charge": -1, "max_force_ha_per_bohr": 0.0792, "e_lumo_ha": 0.1379, "smiles": "O=[N+]([O-])[C@@H](F)S(=O)(=O)[O-]", "total_energy_ha": -967.67501, "gap_ev": 9.613}

***

2.
{"formula": "C25H71F3N6O12S", "method": "wB97M-V/def2-TZVPD", "symbols": ["N", "H", "H", "H", "H", "C", "F", "F", "F", "S", "O", "O", "O", "C", "C", "O", "O", "H", "H", "H", "H", "H", "H", "C", "C", "O", "O", "H", "H", "H", "H", "H", "H", "C", "C", "C", "O", "C", "N", "H", "H", "H", "H", "H", "H", "H", "H", "H", "H", "H", "C", "C", "C", "O", "C", "N", "H", "H", "H", "H", "H", "H", "H", "H", "H", "H", "H", "C", "C", "C", "O", "C", "N", "H", "H", "H", "H", "H", "H", "H", "H", "H", "H", "H", "C", "C", "C", "O", "C", "N", "H", "H", "H", "H", "H", "H", "H", "H", "H", "H", "H", "C", "C", "C", "O", "C", "N", "H", "H", "H", "H", "H", "H", "H", "H", "H", "H", "H"], "coordinates": [[3.496, -1.500, -0.036], [2.704, -1.890, 0.489], [3.487, -0.470, 0.175], [3.413, -1.623, -1.064], [4.389, -1.886, 0.261], [-1.325, -0.413, 0.815], [-1.875, 0.461, -0.032], [-1.760, -0.138, 2.052], [-1.697, -1.647, 0.457], [0.496, -0.262, 0.756], [0.792, 1.135, 0.987], [1.055, -1.185, 1.737], [0.835, -0.672, -0.603], [-0.936, -5.132, 1.233], [0.562, -5.048, 1.285], [1.110, -6.274, 1.755], [-1.277, -6.199, 0.363], [-1.401, -4.199, 0.883], [-1.339, -5.269, 2.246], [0.945, -4.278, 1.949], [0.953, -4.872, 0.272], [0.591, -6.986, 1.364], [-2.221, -6.356, 0.448], [-0.969, 3.046, -1.754], [-0.999, 2.498, -3.136], [-1.857, 3.189, -4.030], [-0.358, 4.323, -1.726], [-0.377, 2.352, -1.135], [-1.952, 3.012, -1.265], [-1.290, 1.447, -3.094], [0.028, 2.483, -3.530], [-1.511, 4.085, -4.097], [-0.346, 4.621, -0.813], [2.049, 5.010, 6.296], [1.038, 3.852, 6.307], [1.444, 2.744, 5.361], [0.477, 1.736, 5.370], [0.803, 0.695, 4.471], [0.802, 3.358, 7.693], [1.561, 5.924, 5.962], [2.909, 4.828, 5.644], [2.456, 5.148, 7.295], [0.057, 4.218, 5.993], [2.425, 2.353, 5.685], [1.560, 3.171, 4.353], [1.584, 0.038, 4.890], [1.030, 1.092, 3.484], [-0.003, -0.043, 4.432], [1.243, 2.451, 7.818], [-0.187, 3.156, 7.787], [2.876, 1.747, -1.990], [4.073, 1.997, -1.092], [4.383, 3.476, -0.938], [5.625, 3.616, -0.298], [6.395, 4.712, -0.763], [3.862, 1.386, 0.240], [2.950, 2.211, -2.971], [1.957, 2.028, -1.482], [2.840, 0.673, -2.182], [5.024, 1.598, -1.465], [3.585, 3.935, -0.331], [4.331, 3.971, -1.915], [7.120, 4.931, 0.018], [5.771, 5.595, -0.922], [6.907, 4.462, -1.696], [2.933, 1.625, 0.586], [4.546, 1.806, 0.862], [-0.654, -4.591, -2.762], [-1.453, -3.331, -3.052], [-2.783, -3.293, -2.317], [-3.464, -2.118, -2.660], [-4.488, -1.789, -1.763], [-0.650, -2.101, -2.844], [-0.328, -4.638, -1.721], [0.224, -4.599, -3.409], [-1.262, -5.465, -2.993], [-1.657, -3.310, -4.131], [-2.557, -3.347, -1.238], [-3.398, -4.162, -2.597], [-5.328, -2.502, -1.800], [-4.875, -0.807, -2.022], [-4.130, -1.804, -0.725], [-1.258, -1.329, -3.098], [-0.458, -1.984, -1.850], [-5.070, 1.264, 1.166], [-5.642, -0.029, 1.686], [-5.621, -0.232, 3.204], [-6.532, 0.584, 3.903], [-5.988, 1.800, 4.354], [-7.017, -0.159, 1.150], [-4.045, 1.428, 1.504], [-5.642, 2.144, 1.480], [-5.140, 1.311, 0.079], [-5.093, -0.866, 1.240], [-4.600, -0.127, 3.596], [-5.926, -1.272, 3.349], [-6.779, 2.536, 4.503], [-5.320, 2.268, 3.625], [-5.447, 1.664, 5.297], [-7.385, -1.087, 1.360], [-7.627, 0.410, 1.739], [3.508, -3.494, -4.479], [3.089, -2.086, -4.068], [2.154, -1.440, -5.078], [1.698, -0.223, -4.561], [1.131, 0.654, -5.500], [2.476, -2.143, -2.732], [2.744, -4.012, -5.065], [3.711, -4.082, -3.585], [4.420, -3.514, -5.081], [3.978, -1.456, -3.964], [1.352, -2.151, -5.321], [2.756, -1.241, -5.981], [1.290, 0.321, -6.533], [1.563, 1.651, -5.396], [0.046, 0.722, -5.360], [2.124, -1.217, -2.474], [1.563, -2.604, -2.789]], "charge": 0, "max_force_ha_per_bohr": 0.0408, "e_lumo_ha": 0.0081, "total_energy_ha": -2924.23459, "gap_ev": 9.353}